# 1
9
Properties=species:S:1:pos:R:3:nbo_charge:R:1 method="wB97M-V/def2-TZVPD" smiles="[O-][N+](=S)c1ncon1" homo_ev=-9.970 homo_lumo_gap_ev=7.35 relative_energy_kj_mol=571.2
O 1.47474 1.96662 1.28412 -0.42
N 0.80333 1.59786 -0.13307 -0.26
S 1.04446 2.50406 -1.36281 0.49
C 0.06717 0.26863 -0.10999 0.40
N 0.01161 -0.60365 0.97087 -0.43
C -0.68176 -1.57408 0.48807 0.36
O -1.05690 -1.43275 -0.81105 -0.27
N -0.64442 -0.15117 -1.20751 -0.09
H -1.01822 -2.57552 0.88137 0.23


# 2
5
Properties=species:S:1:pos:R:3:nbo_charge:R:1 method="wB97M-V/def2-TZVPD" homo_ev="-9.037 / -9.445" homo_lumo_gap_ev="5.89 / 7.13" relative_energy_kj_mol=218.6
C 0.79803 0.10942 -0.06724 -1.00
P -0.27882 -1.12576 -0.43458 0.65
I 2.96334 -0.21988 0.24223 0.22
I 0.34825 2.25424 0.11461 0.23
I -3.83079 -1.01802 0.14498 -0.10


# 3
55
Properties=species:S:1:pos:R:3:lowdin_spin:R:1 method="wB97M-V/def2-TZVPD" charge=+1 homo_ev="-9.811 / -9.872" multiplicity=3 s2=2.268 homo_lumo_gap_ev="5.70 / 5.63" relative_energy_kj_mol=0.0
O 1.28398 4.09237 -0.45914 0.00
H 0.90397 4.77051 -1.12149 0.00
V 0.38110 0.48519 -0.53389 1.90
N -1.14708 1.37157 -1.52553 0.12
N -0.87313 1.42122 0.94680 -0.19
N 2.05549 -0.60660 -1.08458 -0.02
N 1.39616 -0.25665 1.19659 0.01
O -1.23006 1.16622 -2.78599 0.20
O 2.56876 -0.69072 -2.39528 -0.01
O 1.24704 0.16440 2.46632 0.01
O -0.72587 1.51612 2.27515 -0.13
C -1.86100 2.24123 0.46233 0.09
C -1.93653 2.32867 -0.94362 -0.11
C 2.79587 -1.34244 -0.25238 0.03
C 2.33053 -1.24917 1.08545 0.01
C -2.66909 3.35621 -1.73060 -0.02
H -2.06966 4.25113 -1.92992 -0.01
H -3.53897 3.67889 -1.16290 0.00
H -2.97884 2.95551 -2.68813 0.00
C -2.64767 3.05966 1.43150 0.02
H -1.98872 3.68808 2.06844 0.01
H -3.20945 2.35063 2.07680 0.01
H -3.38054 3.71457 0.92253 0.00
C 3.94132 -2.17768 -0.70291 0.00
C 2.96581 -1.98305 2.25728 0.00
H 4.39940 -1.77030 -1.60975 0.00
H 3.62048 -3.21169 -0.89755 0.00
H 4.68464 -2.20843 0.10020 0.00
H 2.40601 -1.75840 3.18191 0.00
H 4.02866 -1.68036 2.42298 0.00
H 2.95118 -3.07837 2.06458 0.00
H 2.10199 0.02631 -2.86441 0.00
H 0.37424 0.80632 2.47419 0.00
C 1.94300 4.49187 0.84157 0.00
H 1.72859 5.47615 1.34463 0.00
H 3.09646 4.55890 0.68733 0.00
H 1.78949 3.62902 1.54387 0.00
O 1.50660 1.93078 -1.40666 0.02
H 1.28728 2.95686 -0.97014 0.00
H 2.44686 1.80899 -1.64890 0.00
N -3.34128 -5.28924 0.69153 0.00
C -2.68288 -4.97234 -0.45629 0.00
O -2.56117 -5.73221 -1.40917 0.00
C -2.05964 -3.62263 -0.39462 0.01
C -1.99754 -2.83487 0.75189 0.00
C -1.34786 -1.61410 0.73054 0.01
N -0.77772 -1.18083 -0.40935 0.00
C -0.81043 -1.90704 -1.54439 0.02
C -1.44449 -3.13307 -1.53948 0.00
H -3.90638 -6.11204 0.67177 0.00
H -3.62419 -4.56004 1.32341 0.00
H -2.41966 -3.14167 1.68962 0.00
H -1.25745 -0.98419 1.61698 0.00
H -0.30734 -1.48429 -2.41787 0.00
H -1.44031 -3.71499 -2.44126 0.00